1.
Here is C71H66CsN3O3P2S6Si as an isolated structure from the OMol25 dataset. Energies are from ωB97M-V/def2-TZVPD.

Geometry (Å):
Cs 0.45124 -0.08742 -1.13647
O -1.62783 -0.10372 0.18059
S -2.40549 1.07703 0.64960
C -3.36946 0.56518 2.11133
C -4.28720 1.53489 2.42920
C -5.33673 1.34304 3.34637
C -5.45409 0.11159 3.91358
C -6.51575 -0.44850 4.83491
C -6.00594 -1.86835 5.20595
C -4.73816 -2.03989 4.39750
C -3.86641 -3.07166 4.31757
C -2.68214 -2.89738 3.55731
C -2.36325 -1.76516 2.84347
P -0.64301 -1.59353 2.13218
C 0.07790 -3.21738 2.65100
C -0.16678 -4.28221 1.77337
C 0.40632 -5.53073 1.97568
C 1.26264 -5.72946 3.05368
C 1.53379 -4.67530 3.91429
C 0.94785 -3.42767 3.71435
C 0.03930 -0.45215 3.40293
C 0.98591 0.48618 2.98253
C 1.59425 1.35045 3.88867
C 1.24044 1.28667 5.22806
C 0.27392 0.37928 5.65776
C -0.32611 -0.48258 4.75204
C -3.34040 -0.68910 2.81781
C -4.46641 -0.86348 3.66514
C -3.83306 1.17103 -0.46325
C -4.79435 0.19616 -0.41037
C -5.99902 0.27626 -1.14383
C -6.22897 1.39340 -1.89606
C -7.40880 1.80964 -2.75103
C -7.01481 3.20644 -3.32255
C -5.62562 3.46956 -2.77673
C -4.75038 4.49421 -2.95491
C -3.45028 4.39334 -2.38490
C -3.03877 3.33998 -1.61012
P -1.25969 3.06539 -1.16836
C -1.08889 4.01060 0.39916
C 0.17885 4.04845 0.99089
C 0.35827 4.68306 2.21584
C -0.72706 5.26196 2.86498
C -1.98965 5.22506 2.28417
C -2.17131 4.60050 1.05523
C -0.43845 4.18497 -2.35819
C -0.19480 3.65873 -3.62612
C 0.41525 4.42978 -4.60479
C 0.78742 5.73639 -4.31878
C 0.55526 6.26312 -3.05540
C -0.05199 5.49029 -2.07566
C -3.99205 2.30675 -1.31660
C -5.23732 2.38813 -1.96355
H -4.22329 2.48233 1.89619
H -6.03977 2.14188 3.55375
H -6.65187 0.17735 5.71758
H -7.47764 -0.49176 4.32130
H -5.78834 -1.94216 6.27308
H -6.73923 -2.64105 4.97256
H -4.02750 -3.99809 4.85809
H -1.96658 -3.70560 3.57873
H -0.81668 -4.11607 0.91646
H 0.20141 -6.34162 1.28535
H 1.72412 -6.69785 3.21133
H 2.20971 -4.82463 4.75030
H 1.17853 -2.60852 4.38730
H 1.26749 0.55053 1.93338
H 2.32925 2.06944 3.53091
H 1.71572 1.95123 5.94147
H -0.01411 0.34866 6.70370
H -1.07904 -1.18484 5.09549
H -4.62920 -0.66262 0.23488
H -6.72411 -0.52779 -1.07724
H -7.57214 1.08914 -3.55391
H -8.32637 1.85446 -2.16292
H -7.00791 3.19806 -4.41293
H -7.71785 3.98049 -3.01288
H -5.00568 5.35793 -3.55963
H -2.73613 5.18020 -2.59645
H 1.04280 3.60247 0.48778
H 1.35884 4.71154 2.64212
H -0.58664 5.75430 3.82104
H -2.83577 5.68795 2.78411
H -3.15566 4.58216 0.59653
H -0.47151 2.63040 -3.84356
H 0.61583 4.00403 -5.58078
H 1.27601 6.33966 -5.07424
H 0.87174 7.27077 -2.82033
H -0.20500 5.90133 -1.08632
C -1.11481 -0.92388 -6.06181
Si -0.64859 -1.67899 -4.39286
C -1.25661 -3.47429 -4.48517
C -1.86265 -0.87457 -3.17823
N 0.91224 -1.43364 -3.83494
C 2.07261 -1.66532 -4.49826
C 2.17352 -2.38870 -5.72173
C 3.35607 -2.52953 -6.43397
C 4.52897 -1.95295 -5.96552
C 4.48849 -1.27598 -4.74706
C 3.32240 -1.17365 -4.01192
O 3.31957 -0.48296 -2.79767
C 4.37424 -0.62175 -1.92424
C 4.56434 0.44419 -1.05428
C 5.58044 0.40097 -0.11228
C 6.42571 -0.70343 -0.03998
C 6.21976 -1.77421 -0.90577
C 5.19015 -1.74785 -1.84057
H -2.15550 -1.14556 -6.32730
H -0.46895 -1.29395 -6.86655
H -0.99672 0.16620 -6.02733
H -2.32335 -3.52603 -4.73934
H -1.11599 -3.96119 -3.51120
H -0.70095 -4.06001 -5.22729
H -2.89543 -1.03223 -3.51677
H -1.70048 0.20892 -3.11209
H -1.77195 -1.30037 -2.17444
H 1.26165 -2.83877 -6.10847
H 3.35751 -3.08574 -7.36654
H 5.45357 -2.01955 -6.52487
H 5.38701 -0.81616 -4.35796
H 3.92225 1.32538 -1.12311
H 5.70100 1.24879 0.55626
H 7.23354 -0.73291 0.68389
H 6.86571 -2.64611 -0.85726
H 5.02440 -2.59121 -2.50041
O 4.04496 8.53976 0.84459
C 3.88212 7.32843 0.72165
S 3.31806 6.54329 -0.73865
C 3.35887 4.84840 -0.19176
C 3.77022 4.66154 1.09491
S 3.99659 3.16785 1.97129
S 4.18836 6.14929 1.97942
S 2.89573 3.65215 -1.36133
C 5.37216 -3.76162 3.93048
C 5.45059 -4.10936 2.44836
N 4.94689 -3.01062 1.63021
C 3.73042 -3.02029 1.02256
S 2.71775 -1.70141 1.07571
N 3.37841 -4.16196 0.37391
C 4.31577 -5.03945 -0.32407
C 4.08215 -6.50846 0.00729
H 5.69423 -4.60766 4.54382
H 4.34732 -3.49879 4.19742
H 6.01291 -2.90666 4.15886
H 4.84874 -4.99136 2.24582
H 6.48549 -4.32826 2.17266
H 5.17174 -2.08595 1.96774
H 2.46872 -4.07325 -0.04937
H 5.32582 -4.73575 -0.06283
H 4.20061 -4.88985 -1.39953
H 4.20735 -6.69483 1.07613
H 4.78629 -7.13932 -0.54170
H 3.06686 -6.80436 -0.26828

Multiplicity: 1
Net charge: -2
Energy relative to the best compared isomer or geometry (same formula, charge and spin): 35.2 kcal/mol

2.
Here is a 19-piece molecular cluster, C24H13BCl72NO3 overall from the OMol25 dataset. Energies are from ωB97M-V/def2-TZVPD.

Geometry (Å):
C 4.56584 -1.41913 1.97621
C 3.67410 -0.34113 1.24629
O 3.01804 0.47941 2.21168
C 1.63173 0.70971 1.91404
C 0.79209 -0.15715 2.95275
O -0.55842 -0.32040 2.64078
C -0.96201 -1.31895 1.69531
B 0.10590 -2.28186 0.92957
N 0.09501 -3.72202 1.63511
C 1.20335 -3.87024 2.07287
O 2.09055 -4.24851 2.75402
H 5.25936 -1.93618 1.27330
H 3.90786 -2.19943 2.42368
H 5.13452 -0.85650 2.75624
H 4.38796 0.31049 0.66746
H 2.99660 -0.83803 0.51869
H 1.33447 0.47293 0.86764
H 1.42107 1.78792 2.13027
H 1.35524 -1.07501 3.27431
H 0.81585 0.48687 3.87702
H -1.70562 -1.99924 2.20713
H -1.57983 -0.80616 0.89528
H -0.32624 -2.48467 -0.18348
H 1.21727 -1.85042 0.77741
C -0.16296 -4.23921 -2.81915
Cl -0.60872 -5.22582 -1.41979
Cl -0.51158 -2.54707 -2.47297
Cl 1.56761 -4.42986 -3.14586
Cl -1.09370 -4.76378 -4.24330
C -2.57501 0.63932 -4.17412
Cl -2.93231 2.34732 -4.50191
Cl -2.01935 -0.14045 -5.66415
Cl -1.31560 0.51893 -2.93517
Cl -4.03928 -0.16910 -3.59431
C 4.43248 -6.96985 -2.10643
Cl 4.50088 -5.66309 -3.30082
Cl 3.57022 -6.40566 -0.66725
Cl 3.57786 -8.35944 -2.80126
Cl 6.08002 -7.45010 -1.66102
C 7.40471 -7.47221 2.56586
Cl 8.96812 -7.68563 1.75360
Cl 6.19315 -6.95883 1.38488
Cl 6.90613 -9.00894 3.29589
Cl 7.56094 -6.24168 3.83053
C 0.26382 4.87225 -3.01736
Cl -0.89532 5.97956 -2.25286
Cl 0.17563 5.05771 -4.77889
Cl 1.90372 5.24940 -2.45436
Cl -0.14051 3.20745 -2.58349
C -2.72900 -8.29904 -4.05919
Cl -3.88357 -7.18364 -3.31078
Cl -2.79490 -8.11811 -5.82139
Cl -1.09844 -7.92641 -3.49150
Cl -3.14733 -9.96589 -3.61897
C -5.12163 5.93706 -2.18011
Cl -6.84325 6.31317 -2.39519
Cl -4.66947 4.58523 -3.23221
Cl -4.14938 7.36303 -2.59239
Cl -4.82012 5.48879 -0.49901
C -5.81121 -5.73416 -7.28056
Cl -6.95835 -4.61659 -6.52264
Cl -5.88131 -5.54859 -9.04190
Cl -4.17402 -5.37319 -6.71429
Cl -6.23500 -7.39898 -6.84611
C 2.06701 -0.02602 7.20628
Cl 1.01759 -1.40504 7.56745
Cl 1.10863 1.46497 7.23961
Cl 3.35521 0.07235 8.42627
Cl 2.78203 -0.22849 5.60514
C 4.25056 7.80957 -5.15221
Cl 5.81417 6.97756 -5.22014
Cl 2.95479 6.61922 -4.96488
Cl 4.23149 8.91987 -3.77077
Cl 4.00431 8.72643 -6.65046
C -5.09667 -7.03886 -12.92319
Cl -4.20090 -7.78659 -11.59251
Cl -4.64251 -7.81268 -14.45152
Cl -6.83564 -7.24265 -12.65163
Cl -4.70973 -5.31164 -12.99740
C 0.84346 4.89817 9.39202
Cl 2.11037 3.67909 9.60554
Cl -0.31148 4.34871 8.16361
Cl -0.00427 5.14410 10.92937
Cl 1.57555 6.42478 8.86964
C 2.29817 10.33730 7.88236
Cl 3.57066 9.12340 8.09481
Cl 1.14873 9.77723 6.65758
Cl 1.45202 10.57950 9.41998
Cl 3.02262 11.86732 7.35853
C -1.50971 -1.94751 11.04564
Cl -3.21170 -1.55589 10.74631
Cl -1.02493 -3.30031 10.01037
Cl -0.50657 -0.53626 10.68194
Cl -1.29889 -2.40114 12.74711
C 3.86076 -4.14332 -6.85496
Cl 5.42857 -4.96802 -6.92269
Cl 2.57751 -5.33523 -6.59700
Cl 3.86349 -2.97921 -5.52029
Cl 3.57626 -3.28954 -8.38247
C -8.59714 5.09532 0.95556
Cl -7.09120 4.39670 1.56364
Cl -8.81836 4.60950 -0.73580
Cl -9.96024 4.50846 1.92535
Cl -8.51587 6.86303 1.05921
C -3.21261 2.37394 3.13196
Cl -2.57448 1.87073 1.56532
Cl -4.49033 3.58535 2.87950
Cl -3.88701 0.97285 3.97694
Cl -1.91147 3.08283 4.10452
C 1.39320 9.40968 -0.33310
Cl 1.43969 10.75401 -1.48942
Cl 0.53926 9.92244 1.13343
Cl 0.54846 8.03280 -1.06094
Cl 3.04919 8.93362 0.08376

Multiplicity: 1
Net charge: -1

3.
Here is one molecule with the formula C4H9NO2 from the OMol25 dataset. Energies are from ωB97M-V/def2-TZVPD.

Geometry (Å):
C 0.08564 1.69034 0.81852
C 1.11439 0.78011 0.26676
C 0.78338 -0.41006 -0.55463
C -0.49333 -0.56152 -1.24558
H -0.96829 0.13525 1.43191
H 0.32646 2.31297 1.69868
H -0.03105 2.45400 0.06135
H 2.06441 1.23146 -0.03184
H 1.84277 -1.13455 1.23989
H 1.47290 -0.62495 -1.38628
H -0.16961 -0.26375 -2.43595
H -1.18893 0.07304 -0.69267
H -1.25084 -2.42826 -0.52083
N 1.06505 -0.47785 0.91932
O -1.14748 0.99485 1.11617
O -1.16424 -1.92029 -1.30492

Multiplicity: 1
SMILES string: OC[C@@H]1N[C@@H]1CO
Energy relative to the best compared isomer or geometry (same formula, charge and spin): 102.3 kcal/mol

In order of appearance, orbital gap = 3.29, 6.39, 10.59 eV.
In order of appearance, lowest unoccupied orbital energy = 2.95, 1.08, 0.81 eV.